{"formula": "C29H88N16O12", "method": "ωB97M-V/def2-TZVPD", "species": ["C", "O", "C", "C", "C", "N", "H", "H", "H", "H", "H", "H", "H", "H", "H", "H", "H", "C", "O", "C", "C", "C", "N", "H", "H", "H", "H", "H", "H", "H", "H", "H", "H", "H", "C", "O", "C", "C", "C", "N", "H", "H", "H", "H", "H", "H", "H", "H", "H", "H", "H", "C", "O", "C", "C", "C", "N", "H", "H", "H", "H", "H", "H", "H", "H", "H", "H", "H", "C", "O", "C", "C", "C", "N", "H", "H", "H", "H", "H", "H", "H", "H", "H", "H", "H", "C", "O", "C", "C", "C", "N", "H", "H", "H", "H", "H", "H", "H", "H", "H", "H", "H", "N", "C", "N", "O", "H", "H", "H", "H", "N", "C", "N", "O", "H", "H", "H", "H", "N", "C", "N", "O", "H", "H", "H", "H", "N", "C", "N", "O", "H", "H", "H", "H", "N", "C", "N", "O", "H", "H", "H", "H", "O", "H", "H"], "coordinates": [[0.508, 1.723, -6.556], [0.446, 1.686, -5.134], [-0.498, 2.588, -4.567], [-0.376, 2.449, -3.052], [-1.423, 3.183, -2.251], [1.000, 2.692, -2.514], [-0.375, 2.057, -7.105], [0.688, 0.680, -6.814], [1.307, 2.381, -6.907], [-0.249, 3.597, -4.919], [-1.547, 2.430, -4.836], [-0.455, 1.410, -2.701], [-2.380, 2.718, -2.486], [-1.319, 4.234, -2.535], [-1.275, 3.044, -1.180], [0.840, 3.675, -2.292], [1.628, 2.737, -3.314], [5.895, 5.456, -0.774], [4.582, 4.942, -0.577], [3.881, 5.715, 0.397], [2.390, 5.373, 0.381], [2.114, 3.954, 0.837], [1.912, 5.527, -1.055], [6.500, 5.260, 0.118], [5.906, 6.546, -0.855], [6.380, 4.968, -1.614], [4.358, 5.553, 1.367], [3.925, 6.764, 0.082], [1.847, 6.107, 0.979], [2.367, 3.888, 1.897], [2.633, 3.208, 0.233], [1.065, 3.666, 0.721], [2.822, 5.682, -1.480], [1.747, 4.540, -1.228], [3.079, 0.675, 2.584], [3.922, 1.511, 3.426], [4.585, 0.826, 4.454], [5.571, -0.278, 4.062], [6.197, -1.082, 5.198], [6.632, 0.324, 3.249], [3.824, 0.054, 2.083], [2.522, 1.177, 1.799], [2.476, 0.032, 3.229], [5.104, 1.569, 5.064], [3.891, 0.405, 5.198], [5.098, -1.017, 3.411], [5.547, -1.100, 6.077], [7.128, -0.601, 5.505], [6.426, -2.128, 5.001], [7.404, 0.742, 3.759], [6.178, 1.162, 2.887], [-2.569, 6.680, 1.735], [-3.664, 5.774, 1.887], [-3.524, 4.693, 0.993], [-4.830, 3.901, 0.832], [-4.637, 2.807, -0.220], [-5.779, 4.866, 0.271], [-1.630, 6.189, 1.991], [-2.736, 7.476, 2.462], [-2.599, 7.214, 0.783], [-3.184, 5.050, 0.014], [-2.716, 4.051, 1.381], [-5.136, 3.403, 1.750], [-4.319, 3.196, -1.188], [-5.606, 2.360, -0.447], [-3.969, 2.053, 0.202], [-5.450, 5.428, -0.505], [-5.933, 5.586, 0.972], [-5.459, -0.242, 0.166], [-4.633, -1.131, 0.906], [-4.191, -2.290, 0.230], [-5.280, -3.328, -0.185], [-6.169, -3.617, 0.995], [-4.671, -4.581, -0.602], [-5.851, -0.610, -0.782], [-4.906, 0.681, -0.029], [-6.306, 0.107, 0.759], [-3.747, -1.969, -0.721], [-3.441, -2.833, 0.806], [-5.911, -2.851, -0.938], [-6.818, -4.469, 0.786], [-6.814, -2.762, 1.198], [-5.598, -3.894, 1.884], [-4.198, -5.064, 0.154], [-3.924, -4.520, -1.288], [3.148, -8.238, 1.365], [2.642, -7.009, 0.900], [3.597, -5.943, 0.924], [2.835, -4.644, 0.571], [3.711, -3.482, 0.208], [1.886, -4.328, 1.632], [3.573, -8.752, 0.497], [2.314, -8.885, 1.648], [3.807, -8.257, 2.235], [3.994, -5.965, 1.944], [4.434, -6.158, 0.253], [2.263, -4.906, -0.330], [4.274, -3.738, -0.691], [4.404, -3.182, 0.992], [3.117, -2.599, -0.037], [1.370, -5.125, 1.987], [1.178, -3.764, 1.176], [-1.696, -4.632, 2.711], [-2.350, -5.755, 2.349], [-2.370, -5.928, 0.992], [-2.907, -6.520, 3.124], [-1.446, -4.521, 3.677], [-1.238, -4.116, 1.978], [-2.637, -6.836, 0.653], [-1.666, -5.402, 0.495], [-1.376, -2.738, -2.002], [-0.708, -3.689, -1.344], [-0.310, -4.702, -2.180], [-0.498, -3.639, -0.128], [-1.600, -2.782, -2.979], [-1.638, -1.872, -1.547], [0.161, -5.513, -1.815], [-0.488, -4.652, -3.163], [-1.061, 1.346, 1.014], [-1.034, 0.113, 0.459], [-0.468, -0.851, 1.187], [-1.488, -0.081, -0.688], [-0.714, 1.541, 1.951], [-1.128, 2.046, 0.292], [-0.404, -1.810, 0.876], [-0.069, -0.602, 2.075], [1.201, -0.900, -1.873], [2.100, -1.357, -2.793], [1.513, -2.121, -3.739], [3.302, -1.133, -2.740], [0.226, -1.131, -1.924], [1.576, -0.367, -1.109], [2.064, -2.512, -4.483], [0.528, -2.238, -3.870], [-2.004, -0.146, -3.489], [-2.995, 0.749, -3.815], [-3.629, 1.169, -2.670], [-3.291, 1.082, -4.945], [-1.552, -0.040, -2.589], [-1.470, -0.540, -4.244], [-3.310, 0.825, -1.778], [-4.239, 1.960, -2.771], [0.080, 1.268, 3.685], [0.864, 0.833, 4.042], [-0.608, 1.109, 4.344]], "lowdin_charge": [-0.098, -0.192, -0.187, -0.429, -0.045, 0.069, 0.089, 0.084, 0.084, 0.134, 0.101, 0.086, 0.040, 0.099, 0.057, 0.024, 0.075, -0.100, -0.204, -0.210, -0.392, -0.078, 0.053, 0.085, 0.084, 0.089, 0.130, 0.122, 0.126, 0.081, 0.082, 0.064, 0.054, 0.002, -0.059, -0.190, -0.234, -0.438, -0.053, 0.031, 0.086, 0.077, 0.075, 0.134, 0.118, 0.117, 0.073, 0.073, 0.077, 0.066, 0.061, -0.095, -0.189, -0.242, -0.381, -0.093, 0.034, 0.085, 0.086, 0.091, 0.119, 0.117, 0.148, 0.067, 0.084, 0.067, 0.076, 0.069, -0.104, -0.174, -0.206, -0.439, -0.064, 0.042, 0.095, 0.011, 0.096, 0.100, 0.114, 0.126, 0.080, 0.076, 0.087, 0.032, 0.056, -0.125, -0.207, -0.181, -0.445, -0.055, 0.048, 0.086, 0.084, 0.088, 0.123, 0.126, 0.121, 0.086, 0.077, 0.063, 0.063, 0.020, 0.170, -0.688, 0.144, 0.025, 0.111, 0.055, 0.115, 0.060, 0.166, -0.640, 0.183, -0.028, 0.100, 0.049, 0.108, 0.096, 0.197, -0.620, 0.218, -0.054, 0.066, 0.064, 0.071, 0.086, 0.185, -0.682, 0.158, 0.026, 0.032, 0.102, 0.107, 0.062, 0.157, -0.669, 0.146, 0.040, 0.025, 0.105, 0.070, 0.098, -0.047, 0.032, 0.072], "largest_force_ev_per_a": 2.89, "smiles": "COC[C@H](C)N.COC[C@H](C)N.COC[C@H](C)N.COC[C@H](C)N.COC[C@H](C)N.COC[C@H](C)N.NC(N)=O.NC(N)=O.NC(N)=O.NC(N)=O.NC(N)=O.O", "lumo_ev": -0.09, "e_homo_ev": -8.61, "e_above_lowest_kcal_mol": 43.8}

=====

{"formula": "C29H90BF4N20O21Zn2", "method": "ωB97M-V/def2-TZVPD", "species": ["Zn", "Zn", "B", "F", "F", "F", "F", "C", "O", "N", "N", "H", "H", "H", "H", "C", "O", "N", "N", "H", "H", "H", "H", "C", "O", "N", "N", "H", "H", "H", "H", "C", "O", "N", "N", "H", "H", "H", "H", "C", "O", "N", "N", "H", "H", "H", "H", "C", "O", "N", "N", "H", "H", "H", "H", "C", "O", "N", "N", "H", "H", "H", "H", "C", "O", "N", "N", "H", "H", "H", "H", "C", "O", "N", "N", "H", "H", "H", "H", "C", "O", "C", "C", "N", "C", "C", "O", "C", "H", "H", "H", "H", "H", "H", "H", "H", "H", "H", "H", "H", "H", "H", "H", "C", "O", "C", "C", "N", "C", "C", "O", "C", "H", "H", "H", "H", "H", "H", "H", "H", "H", "H", "H", "H", "H", "H", "H", "C", "C", "O", "O", "H", "H", "H", "H", "H", "H", "C", "C", "O", "O", "H", "H", "H", "H", "H", "H", "C", "C", "O", "O", "H", "H", "H", "H", "H", "H", "C", "C", "O", "O", "H", "H", "H", "H", "H", "H"], "coordinates": [[-0.224, 4.755, 2.731], [4.130, -4.054, 0.668], [0.733, -0.011, 0.521], [-0.279, -0.398, 1.510], [1.992, -0.309, 0.982], [0.468, -0.642, -0.651], [0.739, 1.334, 0.285], [3.294, 2.660, -1.311], [3.960, 3.098, -2.227], [2.941, 1.422, -1.206], [2.638, 3.355, -0.416], [3.621, 0.879, -1.720], [2.347, 1.114, -0.450], [2.300, 2.817, 0.368], [2.604, 4.350, -0.591], [-1.011, 4.324, -0.291], [-0.773, 4.208, 0.919], [-1.194, 5.456, -0.841], [-1.027, 3.331, -1.086], [-1.634, 5.513, -1.748], [-0.995, 6.326, -0.368], [-0.704, 2.432, -0.758], [-1.087, 3.450, -2.087], [1.041, -4.348, 1.144], [2.230, -4.236, 0.708], [0.224, -3.356, 1.364], [0.399, -5.433, 1.384], [0.491, -2.386, 1.275], [-0.678, -3.538, 1.781], [0.743, -6.266, 0.927], [-0.537, -5.456, 1.762], [3.127, -3.198, -2.188], [3.870, -3.432, -1.265], [1.991, -2.644, -2.079], [3.505, -3.485, -3.446], [1.674, -2.245, -1.207], [1.442, -2.611, -2.926], [4.353, -4.028, -3.517], [2.838, -3.297, -4.181], [1.654, 6.869, 1.219], [0.889, 5.948, 1.515], [2.919, 6.943, 1.536], [1.310, 7.921, 0.430], [3.325, 6.243, 2.142], [3.540, 7.734, 1.447], [0.406, 8.105, 0.020], [2.042, 8.613, 0.354], [-5.172, -0.304, 2.422], [-6.141, -0.506, 3.140], [-5.103, 0.438, 1.362], [-3.963, -0.777, 2.560], [-5.893, 0.996, 1.073], [-4.162, 0.561, 1.015], [-3.900, -1.494, 3.270], [-3.434, -1.047, 1.743], [-1.854, 2.872, 4.613], [-1.060, 3.464, 3.883], [-2.226, 3.204, 5.848], [-2.375, 1.817, 4.347], [-2.940, 2.575, 6.188], [-1.716, 3.839, 6.445], [-2.981, 1.385, 5.029], [-2.099, 1.276, 3.540], [2.204, 2.851, 3.132], [1.352, 3.619, 2.732], [2.440, 1.657, 2.713], [3.062, 3.234, 4.040], [2.804, 0.984, 3.372], [1.944, 1.271, 1.923], [3.876, 2.655, 4.190], [3.100, 4.224, 4.238], [-0.061, -0.824, -4.228], [0.692, -1.703, -4.678], [-1.293, -0.562, -4.572], [0.290, 0.012, -3.286], [-1.892, 0.030, -4.015], [-1.662, -1.184, -5.277], [1.236, -0.011, -2.933], [-0.511, 0.398, -2.807], [-4.512, 3.616, -1.327], [-3.664, 3.158, -2.479], [-3.731, 3.688, -3.775], [-2.700, 4.802, -3.876], [-1.321, 4.233, -3.888], [-0.317, 5.298, -4.147], [1.199, 4.908, -3.841], [1.842, 4.088, -4.822], [1.299, 2.763, -5.132], [-4.394, 4.681, -1.126], [-4.277, 3.340, -0.299], [-5.495, 3.284, -1.659], [-4.709, 4.144, -3.930], [-3.646, 2.894, -4.517], [-2.762, 5.482, -3.027], [-2.968, 5.249, -4.833], [-1.173, 3.564, -4.630], [-0.513, 6.062, -3.394], [-0.503, 5.701, -5.142], [1.217, 4.546, -2.814], [1.750, 5.848, -3.807], [0.338, 2.848, -5.639], [1.157, 2.157, -4.237], [1.850, 2.214, -5.896], [-1.965, -5.088, 4.086], [-1.673, -4.246, 2.970], [-2.801, -3.736, 2.189], [-3.586, -4.798, 1.347], [-2.637, -5.707, 0.694], [-3.163, -6.927, 0.069], [-4.059, -7.839, 0.997], [-5.436, -7.577, 0.721], [-6.381, -8.197, 1.459], [-2.994, -5.444, 4.141], [-1.835, -4.518, 5.006], [-1.258, -5.914, 4.167], [-2.475, -2.954, 1.503], [-3.457, -3.172, 2.852], [-4.209, -4.320, 0.591], [-4.283, -5.419, 1.909], [-2.161, -5.061, 0.081], [-2.314, -7.580, -0.131], [-3.595, -6.653, -0.893], [-3.778, -7.867, 2.050], [-3.999, -8.860, 0.620], [-6.587, -7.522, 2.289], [-6.027, -9.186, 1.749], [-7.329, -8.150, 0.923], [1.837, -1.009, 4.386], [1.432, -2.261, 5.111], [2.393, -2.546, 6.121], [3.058, -1.332, 3.759], [1.921, -0.268, 5.181], [1.034, -0.801, 3.679], [1.088, -3.150, 4.582], [0.471, -1.962, 5.529], [2.269, -3.489, 6.251], [3.568, -1.682, 4.494], [4.906, -0.302, -3.886], [6.042, 0.650, -4.324], [6.104, 1.773, -3.474], [3.542, 0.040, -4.250], [4.934, -0.461, -2.808], [5.166, -1.279, -4.295], [5.823, 0.958, -5.346], [7.030, 0.200, -4.420], [5.266, 2.184, -3.249], [3.044, -0.731, -3.968], [-3.693, 0.083, -1.763], [-3.388, -1.317, -1.279], [-2.703, -1.104, -0.009], [-2.552, 0.895, -2.141], [-4.325, 0.769, -1.198], [-4.243, 0.011, -2.701], [-2.830, -1.855, -2.045], [-4.287, -1.917, -1.144], [-1.781, -1.232, -0.243], [-2.844, 1.803, -2.256], [6.300, -2.133, 0.519], [5.493, -1.700, 1.664], [4.161, -2.131, 1.495], [6.197, -3.557, 0.548], [7.350, -1.849, 0.583], [5.852, -1.688, -0.370], [5.625, -0.621, 1.744], [5.902, -2.083, 2.599], [3.669, -1.558, 2.086], [7.009, -3.960, 0.231]], "lowdin_charge": [0.908, 0.997, -1.359, 0.068, 0.153, 0.180, 0.150, -0.746, 0.068, 0.207, 0.198, 0.105, 0.058, 0.074, 0.117, -0.711, -0.040, 0.236, 0.247, 0.074, 0.118, 0.113, 0.079, -0.611, -0.052, 0.238, 0.221, 0.092, 0.063, 0.145, 0.084, -0.711, -0.011, 0.249, 0.215, 0.107, 0.095, 0.134, 0.120, -0.625, -0.027, 0.205, 0.195, 0.126, 0.139, 0.118, 0.121, -0.765, 0.061, 0.172, 0.137, 0.131, 0.088, 0.093, 0.054, -0.708, 0.008, 0.201, 0.238, 0.124, 0.137, 0.151, 0.146, -0.689, -0.010, 0.236, 0.207, 0.101, 0.078, 0.132, 0.130, -0.724, 0.001, 0.189, 0.175, 0.083, 0.130, 0.085, 0.079, 0.003, -0.275, -0.183, -0.169, -0.083, -0.163, -0.176, -0.170, -0.058, 0.083, 0.083, 0.102, 0.132, 0.141, 0.104, 0.130, 0.089, 0.091, 0.126, 0.089, 0.122, 0.065, 0.061, 0.097, -0.054, -0.276, -0.149, -0.159, -0.088, -0.146, -0.172, -0.221, -0.138, 0.100, 0.085, 0.094, 0.085, 0.102, 0.121, 0.111, 0.101, 0.106, 0.121, 0.123, 0.121, 0.087, 0.099, 0.100, -0.226, -0.252, -0.024, -0.075, 0.135, 0.119, 0.124, 0.119, 0.102, 0.103, -0.226, -0.221, -0.071, -0.070, 0.090, 0.101, 0.120, 0.123, 0.028, 0.025, -0.201, -0.150, -0.107, -0.118, 0.099, 0.123, 0.125, 0.128, 0.061, 0.003, -0.176, -0.223, -0.088, -0.058, 0.157, 0.132, 0.150, 0.141, 0.057, 0.139], "largest_force_ev_per_a": 10.88, "total_charge": 3, "lumo_ev": -7.27, "e_homo_ev": -13.86}